1.
Density functional theory data (ωB97M-V/def2-TZVPD) for a cluster of 8 separate species, C26H70ClN8O15 in total at a distorted geometry.

Last column: Mulliken charge in e.
CARTESIAN COORDINATES (ANGSTROEM)
Cl: 1.40 -3.03 -1.15  1.563
O: 0.25 -2.97 -2.06  -0.631
O: 0.96 -2.58 0.13  -0.643
O: 1.92 -4.39 -0.92  -0.656
O: 2.41 -2.16 -1.68  -0.635
C: -5.35 -3.06 2.61  -0.767
O: -6.15 -2.91 1.47  -0.401
C: -5.55 -2.19 0.44  -0.542
C: -5.24 -0.72 0.64  -0.609
N: -6.42 0.14 0.77  -0.395
C: -7.11 0.34 -0.52  -0.474
C: -8.22 1.42 -0.41  -0.711
O: -7.56 2.66 -0.17  -0.263
C: -8.50 3.71 -0.11  -0.811
H: -5.54 -4.06 2.99  0.259
H: -5.74 -2.49 3.45  0.246
H: -4.28 -2.97 2.40  0.381
H: -6.29 -2.24 -0.36  0.317
H: -4.60 -2.63 0.14  0.382
H: -4.46 -0.40 -0.04  0.429
H: -4.83 -0.65 1.65  0.395
H: -6.21 1.10 1.01  0.269
H: -7.60 -0.60 -0.77  0.318
H: -6.36 0.77 -1.19  0.306
H: -9.06 1.24 0.26  0.423
H: -8.63 1.35 -1.41  0.363
H: -7.94 4.62 0.11  0.258
H: -9.26 3.65 0.67  0.315
H: -9.07 3.87 -1.01  0.312
C: -0.84 8.27 0.53  -0.620
O: -0.44 7.91 -0.75  -0.384
C: 0.86 7.34 -0.77  -0.641
C: 1.05 5.92 -0.21  -0.509
N: -0.11 5.09 -0.61  -0.253
C: -0.03 3.80 0.10  -0.871
C: -0.06 3.89 1.67  -0.495
O: -1.14 4.71 1.99  -0.269
C: -1.47 4.72 3.43  -0.822
H: -1.88 8.59 0.62  0.235
H: -0.27 9.19 0.71  0.323
H: -0.61 7.50 1.26  0.226
H: 1.52 8.13 -0.42  0.398
H: 1.17 7.31 -1.81  0.299
H: 1.14 6.01 0.88  0.185
H: 1.95 5.44 -0.59  0.422
H: -0.89 5.71 -0.47  0.296
H: 0.81 3.22 -0.28  0.382
H: -0.94 3.29 -0.22  0.381
H: 0.91 4.22 2.04  0.329
H: -0.17 2.89 2.09  0.498
H: -2.42 5.27 3.38  0.269
H: -0.79 5.31 4.05  0.291
H: -1.66 3.74 3.86  0.330
C: 1.96 -3.64 9.41  -0.781
O: 2.47 -3.43 8.14  -0.290
C: 2.00 -2.27 7.45  -0.629
C: 2.79 -2.01 6.13  -0.633
N: 4.24 -2.05 6.38  -0.435
C: 5.05 -2.50 5.22  -0.663
C: 6.34 -3.23 5.74  -0.591
O: 6.11 -4.22 6.78  -0.281
C: 7.25 -4.96 7.17  -0.749
H: 0.87 -3.70 9.50  0.302
H: 2.37 -2.84 10.03  0.319
H: 2.23 -4.59 9.87  0.243
H: 2.13 -1.41 8.12  0.364
H: 0.96 -2.31 7.13  0.410
H: 2.50 -1.04 5.71  0.320
H: 2.42 -2.74 5.41  0.365
H: 4.36 -2.78 7.07  0.397
H: 5.34 -1.73 4.51  0.324
H: 4.38 -3.03 4.55  0.368
H: 7.00 -2.46 6.13  0.329
H: 6.90 -3.73 4.95  0.480
H: 7.92 -4.29 7.72  0.305
H: 7.76 -5.40 6.32  0.285
H: 7.07 -5.77 7.89  0.242
C: 4.46 2.84 -8.99  -0.723
O: 3.86 2.30 -7.84  -0.319
C: 2.46 2.46 -7.78  -0.516
C: 2.17 2.56 -6.31  -0.525
N: 0.93 3.33 -5.95  -0.363
C: -0.24 2.55 -6.26  -0.438
C: -1.56 3.38 -6.39  -0.567
O: -2.65 2.53 -6.78  -0.253
C: -3.85 3.21 -6.99  -0.739
H: 5.31 2.19 -9.21  0.244
H: 4.86 3.84 -8.82  0.260
H: 3.80 2.78 -9.86  0.342
H: 1.85 1.72 -8.30  0.346
H: 2.10 3.33 -8.34  0.411
H: 2.86 3.29 -5.89  0.347
H: 2.15 1.62 -5.75  0.254
H: 0.91 3.65 -4.99  0.217
H: -0.40 1.75 -5.53  0.322
H: -0.01 2.08 -7.21  0.233
H: -1.41 4.18 -7.11  0.312
H: -1.91 3.71 -5.41  0.306
H: -4.60 2.48 -7.31  0.228
H: -3.64 4.05 -7.65  0.308
H: -4.15 3.64 -6.03  0.315
C: 6.88 -6.09 -4.15  0.646
O: 7.95 -6.64 -4.35  -0.672
N: 6.77 -5.14 -3.27  -0.396
N: 5.71 -6.41 -4.58  -0.462
H: 5.82 -4.86 -3.09  0.193
H: 7.51 -5.00 -2.61  0.214
H: 5.87 -7.19 -5.19  0.242
H: 4.92 -6.35 -3.95  0.236
C: 0.12 -8.58 3.23  0.659
O: -0.25 -9.43 4.01  -0.670
N: -0.65 -8.07 2.28  -0.396
N: 1.20 -7.90 3.32  -0.368
H: -1.55 -8.50 2.11  0.210
H: -0.15 -7.49 1.63  0.167
H: 1.45 -7.17 2.68  0.181
H: 1.66 -7.95 4.22  0.217
O: -4.10 -1.21 -5.64  -0.643
H: -3.42 -1.36 -4.98  0.326
H: -4.12 -0.26 -5.75  0.314

Calculated values
E_HOMO = -6.255 eV
Largest force on an atom = 0.1221 hartree/bohr
Charge = -1
Frontier orbital gap = 0.29910 Ha
Energy relative to the best compared isomer or geometry (same formula, charge and spin) = 0.0 kcal/mol

---

2.
Density functional theory data (ωB97M-V/def2-TZVPD) for a structure of composition C37H26ClIN6O6V at a distorted geometry.

Last column: Mulliken charge in e.
CARTESIAN COORDINATES (ANGSTROEM)
V: 0.66 -1.14 -0.37  0.504
C: -3.17 0.22 -2.76  -0.851
C: -3.23 -0.95 -1.81  0.612
N: -4.40 -1.30 -1.34  -0.695
C: -4.49 -2.36 -0.51  -1.304
C: -3.41 -3.12 -0.15  0.876
C: -3.60 -4.33 0.73  -0.985
O: -2.77 -4.32 1.89  -0.481
C: -2.14 -2.73 -0.60  0.035
C: -0.97 -3.56 -0.33  -0.178
N: 0.22 -3.10 -0.39  0.443
C: 1.33 -4.02 -0.30  0.137
C: 1.34 -5.09 0.57  -0.279
C: 2.44 -5.93 0.65  -0.924
C: 3.56 -5.70 -0.15  -0.549
C: 3.57 -4.61 -1.01  -0.655
C: 2.46 -3.78 -1.08  0.209
I: 2.56 -2.09 -2.33  0.102
C: -2.00 -1.60 -1.43  1.026
O: -0.86 -1.15 -1.85  -0.939
H: -4.12 0.29 -3.29  0.554
H: -3.02 1.15 -2.21  -0.175
H: -2.34 0.12 -3.46  0.252
H: -5.48 -2.61 -0.14  0.324
H: -4.65 -4.41 1.00  0.399
H: -3.34 -5.24 0.20  0.357
H: -3.05 -3.58 2.45  0.314
H: -1.12 -4.63 -0.16  0.617
H: 0.49 -5.24 1.23  0.514
H: 2.44 -6.75 1.35  0.387
H: 4.42 -6.34 -0.08  0.377
H: 4.44 -4.41 -1.62  0.390
C: 2.13 3.91 -3.27  -0.856
C: 2.68 2.75 -2.52  -0.303
N: 2.21 2.24 -1.46  -0.878
C: 0.96 2.77 -0.91  1.644
C: 0.21 3.83 -1.77  0.600
C: 0.98 4.43 -2.89  -0.638
C: -0.78 4.76 -1.03  -0.955
C: -2.10 3.50 0.21  -0.823
C: -1.92 2.09 0.68  1.405
C: -2.63 1.61 1.77  -1.271
C: -2.36 0.36 2.28  -1.328
C: -1.38 -0.39 1.66  -0.758
N: -0.71 0.04 0.59  0.981
C: -0.98 1.26 0.08  0.046
H: 2.70 4.32 -4.09  0.426
H: 3.61 2.32 -2.89  0.498
H: 0.57 5.30 -3.39  0.413
H: -0.79 5.80 -1.36  0.414
H: -3.03 3.89 0.61  0.694
H: -3.38 2.25 2.23  0.495
H: -2.89 -0.03 3.14  0.488
H: -1.10 -1.36 2.03  0.610
O: 4.96 0.05 4.06  -0.547
C: 4.43 1.24 3.83  0.313
O: 4.71 2.21 4.49  -0.599
C: 3.44 1.35 2.71  -0.383
C: 2.91 2.54 2.26  0.320
Cl: 3.20 4.14 2.75  -0.140
N: 2.04 2.26 1.26  0.390
N: 2.00 0.94 1.01  0.261
C: 2.81 0.38 1.88  0.144
C: 2.87 -1.12 1.84  0.450
O: 3.72 -1.70 2.51  -0.946
O: 1.99 -1.69 1.11  -0.358
C: 1.12 3.09 0.54  -0.511
C: -0.23 1.75 -1.14  -0.825
C: -0.95 2.81 -2.02  -0.924
C: -1.95 3.76 -1.30  -0.337
C: -0.89 4.51 0.49  -0.418
C: 0.30 3.91 1.18  -0.989
H: 4.56 -0.65 3.47  0.471
H: 0.12 0.92 -1.75  1.083
H: -1.23 2.49 -3.03  0.684
H: -2.85 4.02 -1.85  0.433
H: -1.25 5.39 1.03  0.550
H: 0.39 4.04 2.25  0.561

Calculated values
E_HOMO (spin up / spin down) = -7.277 / -8.049 eV
Expectation value of S² = 3.760
Largest force on an atom = 0.0296 hartree/bohr
Frontier orbital gap (spin up / spin down) = 0.25829 / 0.28530 Ha
Energy relative to the best compared isomer or geometry (same formula, charge and spin) = 121.7 kcal/mol
2S+1 = 4

---

3.
Density functional theory data (ωB97M-V/def2-TZVPD) for a cluster of 15 separate species, C81H183N9O15 in total at a distorted geometry.

Last column: Mulliken charge in e.
CARTESIAN COORDINATES (ANGSTROEM)
C: 6.71 -1.06 6.93  -2.009
C: 5.40 -1.74 6.45  1.791
C: 5.70 -3.17 6.11  -1.594
C: 4.46 -4.07 5.98  -0.368
C: 3.50 -3.99 7.19  -1.485
C: 3.05 -2.58 7.51  1.884
N: 4.43 -1.77 7.56  -0.024
O: 4.07 -0.42 7.78  -0.528
C: 2.03 -1.95 6.54  -1.260
C: 2.46 -2.55 8.89  -2.149
C: 4.88 -0.96 5.25  -1.196
H: 7.52 -1.17 6.21  0.363
H: 7.09 -1.34 7.93  0.402
H: 6.44 -0.05 6.92  0.498
H: 6.23 -3.13 5.17  0.377
H: 6.31 -3.61 6.86  0.485
H: 4.76 -5.12 5.86  0.432
H: 3.90 -3.80 5.11  0.076
H: 4.08 -4.18 8.11  0.442
H: 2.63 -4.63 7.18  0.433
H: 1.74 -0.92 6.87  0.398
H: 2.25 -2.12 5.47  0.011
H: 1.11 -2.60 6.67  0.483
H: 3.11 -3.03 9.60  0.456
H: 2.15 -1.60 9.25  0.482
H: 1.55 -3.13 8.92  0.431
H: 4.53 0.03 5.52  0.767
H: 4.11 -1.59 4.73  -0.292
H: 5.63 -0.85 4.48  0.356
H: 4.09 -0.21 8.71  0.359
C: 6.05 2.67 -1.06  -1.466
C: 6.84 1.40 -0.71  1.700
C: 8.01 1.63 0.28  -1.445
C: 8.71 0.33 0.65  -0.638
C: 7.62 -0.59 1.24  -1.014
C: 6.39 -0.84 0.37  1.918
N: 5.86 0.42 -0.18  0.100
O: 5.01 0.05 -1.29  1.311
C: 6.83 -1.84 -0.79  -1.821
C: 5.31 -1.51 1.20  -1.222
C: 7.45 0.93 -2.05  -1.414
H: 5.53 3.04 -0.12  0.208
H: 5.26 2.30 -1.74  -0.023
H: 6.74 3.39 -1.58  0.550
H: 8.68 2.30 -0.23  0.464
H: 7.69 2.05 1.23  0.252
H: 9.61 0.51 1.32  0.383
H: 9.14 -0.08 -0.29  0.342
H: 7.28 -0.10 2.19  0.058
H: 8.13 -1.56 1.52  0.370
H: 6.23 -1.71 -1.67  -0.134
H: 7.81 -1.66 -1.02  0.575
H: 6.78 -2.84 -0.26  0.613
H: 5.63 -2.56 1.49  0.476
H: 4.85 -0.94 2.04  -0.276
H: 4.42 -1.70 0.59  -0.033
H: 8.28 0.27 -1.91  0.468
H: 7.92 1.84 -2.52  0.580
H: 6.68 0.56 -2.73  -0.251
H: 4.07 0.17 -0.99  -0.457
C: 4.22 -1.23 -4.25  -1.909
C: 3.01 -0.99 -5.19  1.488
C: 2.45 -2.39 -5.41  -1.062
C: 1.03 -2.47 -5.92  -1.281
C: 0.07 -1.52 -5.16  -0.156
C: 0.64 -0.08 -5.14  2.565
N: 2.00 -0.23 -4.47  1.221
O: 2.49 1.12 -4.35  -0.437
C: 0.67 0.55 -6.55  -1.886
C: -0.14 0.76 -4.15  -0.683
C: 3.55 -0.38 -6.49  -2.044
H: 4.90 -1.98 -4.59  0.573
H: 3.87 -1.45 -3.23  -0.096
H: 4.83 -0.31 -4.17  0.359
H: 3.14 -2.99 -6.01  0.602
H: 2.41 -2.85 -4.40  0.034
H: 0.63 -3.51 -5.86  0.447
H: 0.89 -2.21 -6.97  0.731
H: 0.08 -1.86 -4.09  -0.882
H: -0.97 -1.54 -5.60  0.355
H: -0.16 1.28 -6.57  0.468
H: 1.57 1.15 -6.76  0.343
H: 0.69 -0.17 -7.44  0.256
H: 0.21 1.83 -4.11  -0.353
H: -1.20 0.73 -4.45  0.453
H: -0.12 0.32 -3.17  -0.716
H: 2.86 -0.50 -7.33  0.378
H: 4.44 -0.90 -6.73  0.527
H: 3.72 0.66 -6.32  0.302
H: 2.49 1.34 -3.36  -0.197
C: 1.84 4.28 -4.75  -2.194
C: 1.37 4.97 -3.48  1.950
C: 2.04 4.18 -2.34  0.161
C: 2.21 5.01 -1.06  0.334
C: 2.90 6.35 -1.29  -1.819
C: 2.29 7.24 -2.40  2.102
N: 2.02 6.39 -3.55  0.193
O: 1.17 7.13 -4.48  -0.586
C: 1.07 7.98 -1.90  -1.530
C: 3.37 8.24 -2.89  -2.142
C: -0.14 4.96 -3.34  -1.348
H: 2.95 4.44 -4.94  0.386
H: 1.29 4.63 -5.61  0.479
H: 1.75 3.19 -4.64  0.372
H: 1.39 3.32 -2.17  -0.976
H: 3.04 3.85 -2.58  0.475
H: 2.85 4.48 -0.38  0.332
H: 1.20 5.13 -0.65  -0.345
H: 3.99 6.21 -1.57  0.292
H: 2.86 7.01 -0.42  0.455
H: 0.53 8.38 -2.72  0.373
H: 0.34 7.38 -1.32  0.134
H: 1.28 8.81 -1.21  0.557
H: 2.92 9.09 -3.45  0.422
H: 3.91 8.65 -2.06  0.429
H: 4.10 7.74 -3.57  0.396
H: -0.62 5.24 -4.26  0.646
H: -0.56 5.59 -2.61  0.231
H: -0.47 3.96 -3.18  0.252
H: 1.82 7.40 -5.16  0.357
C: -1.56 5.88 0.41  -0.977
C: -3.09 5.79 0.09  1.306
C: -3.23 5.03 -1.22  0.369
C: -4.67 4.58 -1.52  -1.432
C: -5.10 3.63 -0.38  0.098
C: -5.16 4.39 0.94  1.836
N: -3.71 4.90 1.18  1.078
O: -3.64 5.64 2.39  -0.623
C: -6.26 5.39 0.72  -1.955
C: -5.53 3.42 2.09  -2.079
C: -3.61 7.21 -0.12  -1.651
H: -1.22 4.80 0.58  -0.126
H: -1.25 6.35 1.27  0.913
H: -0.96 6.36 -0.43  -0.617
H: -2.95 5.76 -2.03  0.453
H: -2.42 4.31 -1.42  -0.806
H: -4.77 4.06 -2.46  0.416
H: -5.34 5.45 -1.56  0.481
H: -4.28 2.86 -0.30  -0.800
H: -6.07 3.09 -0.49  0.576
H: -6.62 5.74 1.67  0.491
H: -6.01 6.23 0.05  0.285
H: -7.17 4.93 0.33  0.369
H: -6.50 2.94 1.92  0.431
H: -4.78 2.64 2.26  0.140
H: -5.62 3.80 3.11  0.459
H: -3.89 7.73 0.83  0.250
H: -4.49 7.27 -0.80  0.381
H: -2.80 7.71 -0.68  0.447
H: -3.29 5.02 3.02  0.291
C: -4.56 1.00 -4.90  -1.701
C: -5.16 -0.35 -4.39  1.180
C: -5.83 -1.08 -5.57  -1.458
C: -6.25 -2.51 -5.31  -0.685
C: -5.08 -3.31 -4.85  -1.315
C: -4.44 -2.70 -3.62  2.056
N: -4.10 -1.26 -3.87  -0.264
O: -3.43 -0.70 -2.82  1.600
C: -5.20 -2.95 -2.35  -1.463
C: -3.08 -3.35 -3.28  -2.157
C: -6.16 0.04 -3.34  -1.144
H: -3.90 0.89 -5.72  0.357
H: -4.00 1.40 -4.02  0.161
H: -5.45 1.63 -5.06  0.556
H: -6.67 -0.44 -5.90  0.350
H: -5.18 -1.10 -6.43  0.395
H: -6.65 -2.92 -6.24  0.461
H: -7.04 -2.69 -4.56  0.332
H: -4.38 -3.43 -5.66  0.434
H: -5.36 -4.34 -4.68  0.381
H: -6.27 -2.58 -2.38  0.285
H: -5.26 -4.01 -2.11  0.526
H: -4.62 -2.55 -1.54  -0.050
H: -2.33 -3.27 -4.04  0.485
H: -2.73 -3.00 -2.36  -0.465
H: -3.20 -4.42 -3.16  0.677
H: -6.52 1.09 -3.62  0.509
H: -5.74 0.12 -2.32  -0.030
H: -7.02 -0.69 -3.21  0.231
H: -2.50 -0.53 -3.07  -0.301
C: -4.81 -0.35 5.70  -1.763
C: -5.68 -1.27 4.89  1.319
C: -7.12 -0.83 5.07  -1.258
C: -8.07 -1.36 4.06  -0.717
C: -7.70 -0.82 2.70  -0.844
C: -6.35 -1.36 2.32  2.215
N: -5.41 -0.98 3.47  0.539
O: -4.05 -1.31 3.19  -0.164
C: -6.25 -2.89 2.03  -1.724
C: -5.82 -0.52 1.11  -2.061
C: -5.37 -2.72 5.32  -1.630
H: -3.79 -0.70 5.61  0.346
H: -5.05 -0.44 6.74  0.601
H: -4.87 0.71 5.19  0.097
H: -7.37 -1.13 6.08  0.493
H: -7.05 0.25 4.95  0.333
H: -9.14 -1.28 4.29  0.372
H: -8.03 -2.47 4.04  0.274
H: -7.61 0.26 2.69  0.115
H: -8.41 -1.04 1.83  0.370
H: -6.30 -3.13 1.00  0.493
H: -5.29 -3.17 2.46  0.353
H: -7.04 -3.47 2.58  0.197
H: -4.79 -0.72 0.89  0.120
H: -6.24 -0.69 0.11  0.649
H: -5.82 0.52 1.39  0.033
H: -4.48 -3.07 4.78  0.199
H: -6.22 -3.39 5.12  0.301
H: -5.12 -2.59 6.35  0.586
H: -3.73 -0.56 2.67  -0.318
C: 0.28 -8.60 -2.13  -1.645
C: -0.51 -7.47 -1.49  1.460
C: -0.24 -7.39 0.05  -1.471
C: 1.19 -6.89 0.35  -0.979
C: 1.32 -5.50 -0.28  -0.723
C: 1.09 -5.55 -1.80  1.872
N: -0.28 -6.13 -2.03  0.746
O: -0.53 -6.24 -3.43  -0.560
C: 0.91 -4.15 -2.37  -0.975
C: 2.23 -6.28 -2.57  -1.902
C: -2.03 -7.75 -1.54  -1.810
H: 1.25 -8.62 -1.67  0.331
H: 0.32 -8.59 -3.25  0.217
H: -0.15 -9.60 -1.92  0.456
H: -1.00 -6.80 0.55  0.439
H: -0.32 -8.40 0.39  0.502
H: 1.90 -7.56 -0.07  0.446
H: 1.32 -6.88 1.46  0.352
H: 2.28 -4.98 -0.04  0.535
H: 0.54 -4.87 0.19  -0.108
H: 1.08 -4.23 -3.49  0.083
H: -0.12 -3.87 -2.17  -0.421
H: 1.61 -3.48 -1.87  0.407
H: 2.67 -7.19 -2.25  0.335
H: 1.90 -6.40 -3.62  0.397
H: 3.09 -5.60 -2.55  0.485
H: -2.41 -7.89 -2.61  0.325
H: -2.59 -6.88 -1.06  0.292
H: -2.36 -8.68 -1.03  0.406
H: -1.21 -5.55 -3.68  0.335
C: -0.29 1.93 -0.44  -1.233
C: -0.86 0.74 0.41  2.650
C: -1.40 -0.42 -0.43  0.104
C: -1.63 -1.70 0.38  -1.123
C: -0.33 -2.06 1.06  -1.064
C: 0.32 -0.93 1.84  1.905
N: 0.39 0.22 0.96  0.702
O: 1.01 1.33 1.57  0.979
C: -0.32 -0.75 3.26  -0.444
C: 1.81 -1.32 2.16  -0.831
C: -1.93 1.29 1.38  0.117
H: -0.09 2.78 0.15  0.601
H: -1.03 2.24 -1.17  0.478
H: 0.62 1.66 -0.99  -1.009
H: -2.33 -0.22 -0.93  0.403
H: -0.62 -0.71 -1.15  -0.436
H: -1.95 -2.53 -0.20  0.573
H: -2.34 -1.48 1.13  -0.229
H: 0.37 -2.45 0.25  -0.882
H: -0.42 -2.87 1.68  1.740
H: -1.40 -0.52 3.10  -0.374
H: -0.17 -1.60 3.91  0.479
H: 0.24 0.06 3.75  -0.011
H: 2.36 -1.26 1.25  -0.395
H: 2.23 -0.64 2.86  -0.855
H: 1.98 -2.31 2.53  0.834
H: -2.57 1.90 0.72  -0.999
H: -1.53 1.91 2.16  -0.145
H: -2.52 0.52 1.81  -0.023
H: 1.93 1.52 1.24  -0.559
O: 2.79 1.57 4.07  -0.530
H: 1.78 1.86 4.13  0.488
H: 2.73 0.68 4.40  0.010
O: 2.19 0.02 -1.54  1.938
H: 1.72 0.03 -0.67  -0.536
H: 1.84 -0.57 -2.18  -1.011
O: 0.12 2.65 4.20  -1.088
H: -0.45 1.99 4.49  0.410
H: 0.00 2.59 3.28  0.226
O: 3.86 1.62 1.43  -0.386
H: 4.04 1.87 2.34  0.081
H: 4.67 1.34 0.95  0.226
O: -1.38 4.90 4.47  -0.571
H: -0.67 4.39 4.27  0.289
H: -1.20 5.75 4.14  0.250
O: -1.89 2.48 6.51  -0.600
H: -2.07 3.21 5.95  0.283
H: -1.42 2.84 7.27  0.289

Calculated values
E_HOMO = -8.251 eV
Largest force on an atom = 0.0887 hartree/bohr
Frontier orbital gap = 0.31829 Ha
Energy relative to the best compared isomer or geometry (same formula, charge and spin) = 32.3 kcal/mol

---

- The highest energy relative to the best compared isomer or geometry (same formula, charge and spin) belongs to which entry?
  C37H26ClIN6O6V

---

- Which value of largest force on an atom does entry 3 give?
  0.0887 hartree/bohr

---

- Which formula does entry 3 have?
  C81H183N9O15

---

- Look up the largest force on an atom of the second one.
  0.0296 hartree/bohr